Record 1
ORCA calculation (ωB97M-V/def2-TZVPD) on 2 unconnected molecules or ions with the total composition C8H14BF2O4 in a non-equilibrium geometry.

Structure (ORCA input):
```
! RIJCOSX wB97M-V def2-TZVPD def2/J DEFGRID3
* xyz -1 1
C 0.9646 0.7636 -0.1865
C 1.0519 1.7581 1.1244
C -0.2319 1.6641 2.1406
F -1.4491 2.3064 1.5556
C -0.6299 0.1469 2.6193
B 0.7060 -0.4197 3.4079
C 1.6489 -1.5553 2.6704
O 0.9943 0.1825 4.7501
H 0.1749 1.1841 -0.9629
H 0.6751 -0.3468 0.0890
H 2.0479 0.7693 -0.6721
H 1.0872 2.8672 0.6841
H 2.0966 1.5998 1.6473
H -0.0001 2.2760 3.1382
H -1.4889 0.1970 3.4354
H 2.0437 -2.2685 3.5112
H 2.5414 -0.9509 2.1568
H 1.0845 -2.1200 1.8096
H 1.6254 0.9490 4.5204
C -2.1380 -0.1833 -3.9081
C -1.4908 -1.3523 -4.5686
O -0.3909 -1.6353 -3.7337
C -0.7762 -1.2314 -2.4907
O -0.2119 -1.5575 -1.4596
O -1.8778 -0.4217 -2.5393
F -1.0221 -1.0167 -5.7914
H -1.6891 0.7714 -4.2019
H -3.2133 -0.1394 -4.1008
H -2.1324 -2.2367 -4.6448
*
```

HOMO energy: -1.3091 eV
electronic energy: -838.673320 Ha
gap between HOMO and LUMO: 3.8 eV
LUMO energy: 2.532 eV

Record 2
ORCA calculation (ωB97M-V/def2-TZVPD) on a molecular structure, C8H14BaN2PS in a non-equilibrium geometry.

Structure (ORCA input):
```
! RIJCOSX wB97M-V def2-TZVPD def2/J DEFGRID3
* xyz -1 1
C 0.7253 -0.9625 -1.6897
C 1.1874 -0.2957 -2.7669
C 1.0639 1.0613 -3.1751
C 0.3476 2.1367 -2.5734
C -0.4183 2.1435 -1.4663
Ba -0.2284 0.3391 0.2920
P 0.4943 -2.5607 1.5506
H 0.9654 -2.0482 -1.6727
H 1.7701 -0.8698 -3.5176
H 1.5682 1.3072 -4.1187
H -0.9223 3.0964 -1.2043
H 0.4637 3.0658 -3.1708
H 1.2385 -2.5125 2.7757
H 1.1595 -3.7168 1.0407
H -0.6247 -3.2805 2.0881
S -1.3945 2.1200 2.5167
C -1.5141 0.8057 3.5892
N -2.5374 -0.0987 3.6443
C -2.5993 -0.7783 4.9390
C -1.3074 -0.3384 5.6275
N -0.6927 0.5500 4.6412
H -3.3729 0.0508 3.0817
H -2.6337 -1.8621 4.8006
H -3.4871 -0.4645 5.5003
H -0.6530 -1.1881 5.8410
H -1.5049 0.2003 6.5617
H 0.0545 1.1968 4.8814
*
```

relative energy (zero: lowest compared OMol25 entry of this formula, charge and spin): 0.0 kJ/mol
HOMO energy (spin up / spin down): -2.8679 / -0.0947 eV
electronic energy: -1187.560598 Ha
gap between HOMO and LUMO (spin up / spin down): 5.6 / 2.6 eV
LUMO energy (spin up / spin down): 2.686 / 2.554 eV

Record 3
ORCA calculation (ωB97M-V/def2-TZVPD) on a gas-phase ion, C8H14BrN2 (charge +1) in a non-equilibrium geometry.

Structure (ORCA input):
```
! RIJCOSX wB97M-V def2-TZVPD def2/J DEFGRID3
* xyz 1 1
C 2.0250 1.4376 -0.0304
C 2.6923 0.1764 -0.1223
C -0.1588 0.6346 -0.4923
C -2.3611 1.1584 -0.7601
C -1.5126 0.5325 1.5453
C -1.7917 -1.2815 -0.3004
C 2.4086 -2.1947 -0.2109
C -1.3611 0.1996 0.0434
N 1.9423 -0.8295 -0.0687
N 0.7573 1.5703 -0.2700
Br 4.5555 0.1184 -0.0007
H 2.6936 2.3127 -0.0077
H -2.3767 0.9022 -1.8279
H -3.3922 1.1741 -0.5342
H -2.0468 2.2424 -0.5939
H -0.6498 0.1791 1.9878
H -1.5656 1.6912 1.7572
H -2.4269 0.0254 1.9037
H -0.9806 -1.9832 0.1902
H -2.7387 -1.4934 0.0852
H -1.9094 -1.5408 -1.4024
H 1.6411 -2.9363 0.1646
H 2.6353 -2.3235 -1.2623
H 3.3977 -2.3801 0.4060
H 0.5234 2.6083 -0.1991
*
```

relative energy (zero: lowest compared OMol25 entry of this formula, charge and spin): 457.3 kJ/mol
HOMO energy (spin up / spin down): -12.7396 / -12.4825 eV
electronic energy: -2996.313279 Ha
gap between HOMO and LUMO (spin up / spin down): 7.2 / 7.3 eV
LUMO energy (spin up / spin down): -5.535 / -5.197 eV

Record 4
ORCA calculation (ωB97M-V/def2-TZVPD) on 2 unconnected molecules or ions with the total composition C8H14F2N2O8P in a non-equilibrium geometry.

Structure (ORCA input):
```
! RIJCOSX wB97M-V def2-TZVPD def2/J DEFGRID3
* xyz -1 1
N 0.2406 1.9845 5.4431
C -0.0612 2.4191 4.0393
C -0.4272 1.1101 3.2231
C -0.8977 1.3982 1.7429
C -0.2587 0.3112 0.7710
O 0.5649 1.0425 -0.2289
P 0.9052 -0.0027 -1.4556
O -0.3333 -0.4385 -2.1521
O 1.6417 -1.3274 -0.7982
O 1.9403 0.8706 -2.4997
N 2.5764 0.0052 -3.3493
C 1.8284 -0.2400 -4.5686
O 1.1023 0.5229 -5.0594
F 2.0290 -1.4893 -5.1068
C 3.9443 0.3717 -3.5880
O 4.3684 1.4580 -3.6683
F 4.8013 -0.7019 -3.7550
H 0.8723 2.6983 5.8198
H 0.7469 1.0930 5.4330
H -0.9605 3.0943 4.1079
H 0.8039 2.9500 3.5537
H 0.4373 0.4058 3.3145
H -1.3151 0.6711 3.7640
H -0.7121 2.4447 1.3962
H -2.0079 1.2326 1.6773
H 0.4051 -0.3984 1.3263
H -1.0895 -0.2291 0.2255
H 2.6112 -1.3092 -0.9011
C -3.5333 -3.2361 -1.7454
C -3.1965 -2.3224 -0.5598
O -1.9731 -2.1265 -0.3558
O -4.1871 -1.8781 0.0666
H -2.6283 -3.5870 -2.2459
H -4.0957 -4.1056 -1.3954
H -4.1420 -2.6917 -2.4713
*
```

relative energy (zero: lowest compared OMol25 entry of this formula, charge and spin): 134.2 kJ/mol
HOMO energy: -4.0299 eV
electronic energy: -1565.829079 Ha
gap between HOMO and LUMO: 6.1 eV
LUMO energy: 2.056 eV

Record 5
ORCA calculation (ωB97M-V/def2-TZVPD) on a molecular structure, C8H14F6N3O6RbS2 in a non-equilibrium geometry.

Structure (ORCA input):
```
! RIJCOSX wB97M-V def2-TZVPD def2/J DEFGRID3
* xyz 0 1
Rb -1.7117 20.5744 -13.7048
C -3.5471 25.4502 -12.7960
F -3.7176 24.6774 -11.7079
F -4.5140 26.3628 -12.7958
F -2.3644 26.0666 -12.7027
S -3.5462 24.3784 -14.2979
O -2.9136 25.1298 -15.3196
O -2.8232 23.2259 -13.7915
N -5.0751 23.9292 -14.4439
S -5.9681 24.9794 -15.3065
O -7.3545 24.8024 -15.0146
O -5.4684 26.3132 -15.3705
C -5.8301 24.3248 -17.0279
F -4.5774 24.1149 -17.4075
F -6.4794 23.1593 -17.1120
F -6.3966 25.1890 -17.8803
C -1.6429 22.6206 -10.5746
O -1.0600 21.8388 -11.3204
N -1.0500 23.4078 -9.6729
C -1.7954 24.3497 -8.8795
C 0.3859 23.4621 -9.5794
H -2.7336 22.7330 -10.6245
H -1.3587 25.3471 -8.9584
H -1.8181 24.0691 -7.8238
H -2.8215 24.4118 -9.2429
H 0.7158 23.4391 -8.5379
H 0.8438 22.6222 -10.0881
H 0.7543 24.3988 -10.0102
C -1.8805 16.6517 -13.3306
O -1.4034 17.7423 -13.6245
N -3.1928 16.3676 -13.2673
C -4.1817 17.3466 -13.6164
C -3.6451 15.0062 -13.1275
H -1.2471 15.7859 -13.0937
H -3.7839 18.3547 -13.5369
H -5.0153 17.2894 -12.9129
H -4.5892 17.1958 -14.6192
H -3.9066 14.5685 -14.0964
H -2.9147 14.3979 -12.6008
H -4.5642 14.9675 -12.5367
*
```

relative energy (zero: lowest compared OMol25 entry of this formula, charge and spin): 0.0 kJ/mol
HOMO energy: -9.7323 eV
electronic energy: -2348.636504 Ha
gap between HOMO and LUMO: 9.4 eV
LUMO energy: -0.367 eV

Record 6
ORCA calculation (ωB97M-V/def2-TZVPD) on a molecular structure, C8H14F8InN4O10S4 in a non-equilibrium geometry.

Structure (ORCA input):
```
! RIJCOSX wB97M-V def2-TZVPD def2/J DEFGRID3
* xyz 0 2
In 21.8672 24.4300 -9.3061
C 23.6759 28.3109 -9.5190
F 24.7307 28.7886 -8.8428
F 23.0870 27.3568 -8.8377
F 22.8053 29.2202 -9.7856
S 24.2934 27.5109 -11.1695
O 23.4780 28.1895 -12.2302
O 25.7393 27.7040 -11.2441
N 23.8476 25.8625 -10.8607
S 24.5991 25.0809 -12.0772
O 23.8034 23.9130 -12.3778
O 24.9370 25.9189 -13.2424
C 26.2613 24.4378 -11.3484
F 26.1679 24.0189 -10.0695
F 26.6268 23.3514 -12.0735
F 27.2217 25.3675 -11.4432
N 19.2663 23.2926 -8.6117
S 18.6111 22.4324 -7.5513
O 18.9169 21.0029 -7.7005
O 17.3191 22.7954 -6.9837
F 19.6407 22.8495 -6.3391
S 17.8496 23.2249 -9.5982
O 16.9371 24.3688 -9.4385
O 17.3015 21.9468 -10.0573
F 18.5546 23.5873 -10.9984
C 19.5922 24.9612 -13.9770
C 20.7512 25.5540 -13.1719
O 20.9041 25.2897 -11.9670
N 21.4862 26.5302 -13.7216
C 21.5032 26.8970 -15.0891
H 18.7887 24.6555 -13.3069
H 19.8905 24.1314 -14.6177
H 19.0905 25.6822 -14.6223
H 22.2595 26.8637 -13.1641
H 20.6683 27.5530 -15.3356
H 21.4551 25.9803 -15.6769
H 22.4181 27.4301 -15.3477
C 19.2004 28.6250 -10.1876
C 19.2084 27.5528 -9.1291
O 20.1413 26.7460 -9.1701
N 18.2207 27.5817 -8.2420
C 17.9288 26.5272 -7.3341
H 18.1792 28.9518 -10.3838
H 19.5217 28.3012 -11.1775
H 19.7365 29.5133 -9.8536
H 17.5176 28.2864 -8.4128
H 17.9522 26.8227 -6.2851
H 18.6833 25.7434 -7.4007
H 17.0043 25.9852 -7.5331
*
```

expectation value of S²: 0.76
HOMO energy (spin up / spin down): -9.8569 / -9.8565 eV
electronic energy: -3866.281191 Ha
gap between HOMO and LUMO (spin up / spin down): 8.8 / 3.8 eV
LUMO energy (spin up / spin down): -1.026 / -6.094 eV

Record 7
ORCA calculation (ωB97M-V/def2-TZVPD) on 2 unconnected molecules or ions with the total composition C8H14FN in a non-equilibrium geometry.

Structure (ORCA input):
```
! RIJCOSX wB97M-V def2-TZVPD def2/J DEFGRID3
* xyz 0 1
C -1.3048 -2.2825 -1.0370
C -2.3085 -1.1444 -1.2437
C -1.1161 -0.9197 -1.6492
C 0.8167 1.3981 0.6198
C -3.7435 -0.8009 -1.0931
C -0.1419 -0.2233 -2.4528
C 3.1455 0.6172 1.0598
C 1.8518 1.4026 2.9292
N 1.8240 1.1474 1.4777
F -0.2918 1.9472 1.1926
H -1.0181 -2.5165 -0.0888
H -1.4404 -3.0654 -1.6491
H -3.8859 0.3544 -1.0037
H -4.0876 -1.1410 -0.1283
H -4.3008 -1.1671 -2.0006
H 0.4146 0.5135 -1.8304
H -0.7883 0.4456 -3.0568
H 0.4997 -0.8776 -3.0217
H 3.0805 0.1672 0.0867
H 3.8987 1.4829 0.9245
H 3.3540 0.0009 1.9040
H 0.9834 2.0636 3.2681
H 1.8641 0.5675 3.5231
H 2.6947 2.0301 3.2696
*
```

relative energy (zero: lowest compared OMol25 entry of this formula, charge and spin): 331.1 kJ/mol
HOMO energy: -8.2981 eV
electronic energy: -467.643840 Ha
gap between HOMO and LUMO: 9.1 eV
LUMO energy: 0.772 eV

Record 8
ORCA calculation (ωB97M-V/def2-TZVPD) on 2 unconnected molecules or ions with the total composition C8H14FN in a non-equilibrium geometry.

Structure (ORCA input):
```
! RIJCOSX wB97M-V def2-TZVPD def2/J DEFGRID3
* xyz 0 1
C -1.8810 -1.5850 2.2880
C -1.3921 -0.5514 1.5117
C -0.0503 -0.6785 1.2211
C -0.3960 0.4186 -1.1778
C -2.1844 0.7109 1.3302
C 0.7349 -1.7601 0.7927
C 1.7188 1.4043 -1.1282
C 1.0036 0.2080 -3.1508
N 0.6880 0.6385 -1.8527
F -1.2444 -0.2499 -2.0189
H -2.6937 -1.4421 2.8742
H -1.3467 -2.5341 2.2421
H -1.5782 1.5695 1.5757
H -2.9969 0.6412 1.9734
H -2.4925 1.1002 0.3663
H 0.1610 -2.6986 0.4181
H 1.5329 -1.9867 1.4347
H 1.1977 -1.4594 -0.1565
H 1.5255 1.3328 -0.0745
H 2.6851 1.0881 -1.1100
H 1.7542 2.4415 -1.4475
H 1.6766 -0.5366 -3.1162
H 0.1555 -0.1020 -3.6501
H 1.3493 1.1017 -3.6586
*
```

relative energy (zero: lowest compared OMol25 entry of this formula, charge and spin): 485.9 kJ/mol
HOMO energy (spin up / spin down): -6.8670 / -6.7677 eV
electronic energy: -467.584894 Ha
gap between HOMO and LUMO (spin up / spin down): 7.3 / 7.3 eV
LUMO energy (spin up / spin down): 0.398 / 0.532 eV

Q: Which formula does entry 4 have?
A: C8H14F2N2O8P